[1]
A molecular structure, C18H18N5O2SSe4W. Source: the OMol25 dataset; level of theory: ωB97M-V/def2-TZVPD.

The calculation puts the HOMO energy at -0.3987 Ha. For the LUMO energy, the calculation gives -4.778 eV. For the molar mass, the calculation gives 868.122 g/mol. The calculation puts the relative energy (zero: lowest compared OMol25 entry of this formula, charge and spin) at 11.2 kJ/mol.

```
! wB97M-V def2-TZVPD RIJCOSX def2/J DEFGRID3
* xyz 1 1
W 0.14 -0.28 -0.04
N 5.38 6.01 -0.52
C 4.87 4.76 -0.74
C 3.60 4.60 -1.31
C 3.09 3.34 -1.51
C 3.83 2.22 -1.13
C 5.09 2.36 -0.55
C 5.61 3.62 -0.37
S 3.18 0.64 -1.40
O 2.36 0.65 -2.57
O 4.18 -0.36 -1.21
N 2.05 0.43 -0.13
C 2.42 0.41 1.20
N 1.33 0.01 1.86
C 1.38 -0.06 3.19
C 2.56 0.25 3.84
C 3.63 0.63 3.05
N 3.58 0.72 1.72
H 4.93 6.80 -0.96
H 6.35 6.12 -0.30
H 3.03 5.47 -1.61
H 2.12 3.21 -1.98
H 5.65 1.48 -0.27
H 6.59 3.74 0.07
H 0.47 -0.38 3.70
H 2.63 0.20 4.91
H 4.59 0.88 3.51
Se -1.68 -0.66 1.62
Se -1.39 1.50 0.77
Se -0.83 0.02 -2.24
Se 0.66 -1.82 -2.02
C 1.70 -3.63 1.53
C 0.33 -4.12 1.13
C -0.19 -5.29 1.65
C -1.44 -5.74 1.27
C -2.19 -5.03 0.35
C -1.71 -3.85 -0.20
C -2.51 -3.10 -1.23
C -0.45 -3.41 0.21
N 0.08 -2.18 -0.26
H 2.21 -4.40 2.11
H 1.63 -2.73 2.15
H 2.32 -3.39 0.67
H 0.40 -5.86 2.36
H -1.83 -6.66 1.68
H -3.17 -5.39 0.04
H -2.03 -3.14 -2.21
H -2.62 -2.05 -0.96
H -3.51 -3.53 -1.33
*
```

---

[2]
2 unconnected molecules or ions with the total composition C4H5NO2. Source: the OMol25 dataset; level of theory: ωB97M-V/def2-TZVPD.

The calculation puts the HOMO energy (alpha / beta) at -0.3279 / -0.3279 Ha. The SMILES is COC#[N+][O-].C#C. For the LUMO energy (alpha / beta), the calculation gives 0.667 / 0.667 eV. For the molar mass, the calculation gives 99.089 g/mol. The calculation puts the relative energy (zero: lowest compared OMol25 entry of this formula, charge and spin) at 790.9 kJ/mol.

```
! wB97M-V def2-TZVPD RIJCOSX def2/J DEFGRID3
* xyz 0 1
C -0.15 -2.01 -0.71
O -1.04 -0.91 -0.83
C -0.79 -0.12 0.15
N -0.83 0.22 1.28
O -0.66 1.25 1.95
C 0.63 2.03 0.13
C 0.93 1.77 -0.99
H 0.79 -1.50 -0.55
H -0.40 -2.36 0.29
H -0.24 -2.69 -1.57
H 0.39 2.62 0.98
H 1.33 1.98 -1.95
*
```

---

[3]
A molecular structure, C12H17N3O6PRuS5. Source: the OMol25 dataset; level of theory: ωB97M-V/def2-TZVPD.

The calculation puts the HOMO energy (alpha / beta) at -0.0510 / -0.0464 Ha. For the LUMO energy (alpha / beta), the calculation gives 4.835 / 4.838 eV. For the molar mass, the calculation gives 591.662 g/mol. The calculation puts the relative energy (zero: lowest compared OMol25 entry of this formula, charge and spin) at 71.3 kJ/mol.

```
! wB97M-V def2-TZVPD RIJCOSX def2/J DEFGRID3
* xyz -2 2
Ru 0.84 -0.04 -0.16
N 4.23 -1.64 -2.46
C 3.24 -1.29 -1.55
S 1.70 -0.85 -2.18
N 3.53 -1.38 -0.30
N 2.46 -1.05 0.53
C 2.71 -1.20 1.78
C 1.76 -1.10 2.86
C 2.23 -1.11 4.17
C 1.37 -1.14 5.25
C -0.01 -1.17 5.00
C -0.51 -1.18 3.72
C 0.35 -1.12 2.59
O -0.13 -1.15 1.40
H 4.15 -1.11 -3.32
H 5.15 -1.55 -2.05
H 3.73 -1.51 2.02
H 3.30 -1.09 4.33
H 1.75 -1.12 6.27
H -0.70 -1.19 5.83
H -1.57 -1.19 3.52
C -5.34 0.82 -0.19
C -4.63 0.71 -1.53
O -3.74 -0.40 -1.52
P -2.14 -0.09 -1.48
S -1.24 -1.81 -1.35
S -1.53 1.25 -0.16
O -2.08 0.58 -2.97
C -0.94 1.31 -3.41
C -0.43 0.70 -4.70
H -6.05 1.65 -0.20
H -4.60 0.99 0.59
H -5.88 -0.10 0.04
H -4.10 1.63 -1.76
H -5.35 0.53 -2.34
H -0.16 1.32 -2.64
H -1.25 2.35 -3.56
H -0.16 -0.34 -4.53
H 0.46 1.24 -5.04
H -1.19 0.75 -5.48
O 1.00 1.47 1.55
S 2.20 2.29 1.16
O 3.42 1.77 1.74
O 1.99 3.71 1.37
S 2.14 1.82 -0.86
*
```

---

[4]
A single C11H23B molecule. Source: the OMol25 dataset; level of theory: ωB97M-V/def2-TZVPD.

The calculation puts the HOMO energy at -0.3395 Ha. The SMILES is C=C(C)[C@@H](C)[C@H](CC)CB(C)C. For the LUMO energy, the calculation gives 0.678 eV. For the molar mass, the calculation gives 166.117 g/mol. The calculation puts the relative energy (zero: lowest compared OMol25 entry of this formula, charge and spin) at 136.5 kJ/mol.

```
! wB97M-V def2-TZVPD RIJCOSX def2/J DEFGRID3
* xyz 0 1
B 2.52 0.87 0.12
C 1.06 0.59 0.76
C -0.08 -0.10 -0.04
C -1.40 0.22 0.63
C -2.55 0.40 -0.43
C 3.83 0.41 0.95
C 2.77 1.34 -1.42
C -2.10 -0.77 1.70
C -3.61 1.41 -0.03
C -2.96 -0.42 -1.38
C 1.39 -1.93 -0.97
C 0.21 -1.66 -0.06
H 1.37 0.16 1.75
H -0.24 0.41 -0.93
H -1.43 1.24 1.01
H 4.49 -0.22 0.22
H 3.54 -0.06 1.78
H 4.44 1.38 1.24
H 1.72 1.18 -1.97
H 3.50 0.76 -1.81
H 3.04 2.34 -1.45
H -2.83 -0.30 2.29
H -1.43 -0.98 2.42
H -2.46 -1.62 1.34
H -4.44 1.23 -0.71
H -3.30 2.47 -0.44
H -3.95 1.52 1.08
H -2.34 -1.25 -1.80
H 0.55 1.62 1.03
H -3.90 -0.22 -1.87
H 1.73 -2.88 -0.82
H 2.10 -1.24 -0.71
H 1.02 -1.98 -1.90
H 0.47 -1.94 0.89
H -0.76 -1.96 -0.47
*
```

---

[5]
5 unconnected molecules or ions with the total composition C3H13NO4. Source: the OMol25 dataset; level of theory: ωB97M-V/def2-TZVPD.

The calculation puts the HOMO energy at -0.3433 Ha. The SMILES is C=CN=C.O.O.O.O. For the LUMO energy, the calculation gives 0.697 eV. For the molar mass, the calculation gives 127.140 g/mol. The calculation puts the relative energy (zero: lowest compared OMol25 entry of this formula, charge and spin) at 216.1 kJ/mol.

```
! wB97M-V def2-TZVPD RIJCOSX def2/J DEFGRID3
* xyz 0 1
C 0.02 -0.04 -1.49
C -0.92 0.41 -2.31
C 0.62 -2.20 -1.98
N 0.29 -1.37 -1.09
H 0.58 0.61 -0.86
H -1.51 -0.16 -3.01
H -1.10 1.48 -2.35
H 0.66 -3.27 -1.75
H 0.81 -1.92 -3.01
H -1.52 0.87 1.84
H -2.96 0.72 1.37
O -2.31 0.32 1.96
H -1.07 -1.23 1.63
H 0.37 -1.51 1.12
O -0.15 -1.34 1.92
H 2.02 1.57 0.99
H 2.54 2.35 -0.29
O 2.24 1.50 0.05
H 0.58 1.69 2.93
H 0.37 0.28 2.25
O 0.45 1.25 2.08
*
```

---

Copy entry 5 word for word.
5 unconnected molecules or ions with the total composition C3H13NO4. Source: the OMol25 dataset; level of theory: ωB97M-V/def2-TZVPD.

The calculation puts the HOMO energy at -0.3433 Ha. The SMILES is C=CN=C.O.O.O.O. For the LUMO energy, the calculation gives 0.697 eV. For the molar mass, the calculation gives 127.140 g/mol. The calculation puts the relative energy (zero: lowest compared OMol25 entry of this formula, charge and spin) at 216.1 kJ/mol.

```
! wB97M-V def2-TZVPD RIJCOSX def2/J DEFGRID3
* xyz 0 1
C 0.02 -0.04 -1.49
C -0.92 0.41 -2.31
C 0.62 -2.20 -1.98
N 0.29 -1.37 -1.09
H 0.58 0.61 -0.86
H -1.51 -0.16 -3.01
H -1.10 1.48 -2.35
H 0.66 -3.27 -1.75
H 0.81 -1.92 -3.01
H -1.52 0.87 1.84
H -2.96 0.72 1.37
O -2.31 0.32 1.96
H -1.07 -1.23 1.63
H 0.37 -1.51 1.12
O -0.15 -1.34 1.92
H 2.02 1.57 0.99
H 2.54 2.35 -0.29
O 2.24 1.50 0.05
H 0.58 1.69 2.93
H 0.37 0.28 2.25
O 0.45 1.25 2.08
*
```

---

> molar mass of number 2 (C4H5NO2)?

99.089 g/mol

---

> Among the records above, which one has the lowest molar mass?

C4H5NO2

---

> Which value of molar mass does entry 4 give?

166.117 g/mol